Below is C5H10O as an isolated structure, with properties calculated with ωB97M-V/def2-TZVPD.

Calculated values
Total charge ... 0
E_HOMO ... -8.29 eV
ΔE to the lowest compared entry with this formula, charge and spin ... 121.6 kcal/mol
Total energy ... -271.558868 Eh
Frontier orbital gap ... 9.32 eV

Each line ends with the natural charge from an NBO analysis.
Geometry (Å):
O  2.112  0.186  -0.208  -0.55
C  0.010  0.742  -0.503  -0.43
C  -1.661  -0.386  1.210  -0.65
H  1.494  0.616  -2.162  0.16
C  1.392  0.973  -1.122  -0.09
H  -2.418  -1.149  1.466  0.23
H  -2.231  0.496  0.853  0.20
H  -0.821  0.804  -1.157  0.21
H  -1.233  -1.218  -0.733  0.20
H  -0.053  1.345  0.397  0.21
C  1.039  -0.827  0.149  -0.08
H  1.249  -0.994  1.181  0.20
H  -1.160  -0.115  2.142  0.21
C  -0.660  -0.896  0.158  -0.22
H  1.211  -1.606  -0.566  0.20
H  1.730  2.029  -1.105  0.19